(1)
Here is a 6-piece molecular cluster, C23H45Cl3O8 overall in a non-equilibrium geometry from the OMol25 dataset. Energies are from wB97M-V/def2-TZVPD.

Geometry as ORCA input:
```
! wB97M-V def2-TZVPD RIJCOSX def2/J DEFGRID3
* xyz 0 1
O -18.87 3.50 27.50
C -17.87 2.93 27.85
C -17.46 2.83 29.27
C -16.42 2.08 29.63
O -16.13 1.87 30.92
C -15.49 1.43 28.63
O -14.59 0.75 29.05
C -15.84 1.64 27.22
C -16.93 2.31 26.85
O -17.30 2.39 25.59
H -18.12 3.30 29.98
H -15.40 1.20 31.03
H -15.31 1.06 26.47
H -18.16 2.84 25.48
Cl -11.35 -1.93 28.91
C -13.10 -1.97 28.83
Cl -13.77 -3.49 29.42
Cl -13.61 -1.68 27.16
H -13.47 -1.13 29.42
C -10.78 1.55 28.37
C -9.78 1.97 27.31
O -9.96 3.36 27.07
C -9.19 3.84 25.99
C -9.58 5.29 25.76
H -10.41 0.73 28.99
H -11.12 2.33 29.06
H -11.74 1.22 27.94
H -8.77 1.72 27.65
H -9.96 1.42 26.38
H -8.10 3.72 26.09
H -9.43 3.29 25.06
H -8.96 5.72 24.97
H -9.45 5.86 26.68
H -10.63 5.32 25.49
C -15.81 -1.63 31.99
C -14.54 -1.04 32.57
O -14.18 0.12 31.87
C -12.91 0.65 32.18
C -12.92 2.17 31.98
H -16.06 -2.56 32.50
H -16.68 -0.98 32.10
H -15.65 -1.71 30.91
H -14.61 -0.87 33.65
H -13.76 -1.82 32.46
H -12.65 0.43 33.22
H -12.09 0.26 31.55
H -11.90 2.58 31.96
H -13.36 2.68 32.84
H -13.45 2.49 31.09
C -12.70 -5.12 32.65
C -13.00 -6.54 33.10
O -12.87 -6.55 34.51
C -13.11 -7.81 35.09
C -13.54 -7.57 36.53
H -12.81 -5.00 31.57
H -13.27 -4.38 33.21
H -11.68 -4.93 32.99
H -14.00 -6.88 32.81
H -12.31 -7.27 32.66
H -13.91 -8.39 34.62
H -12.20 -8.41 35.12
H -13.82 -8.45 37.10
H -14.35 -6.83 36.58
H -12.73 -7.07 37.09
C -17.92 -4.45 30.44
C -18.37 -4.77 29.02
O -18.50 -3.63 28.21
C -17.26 -3.09 27.79
C -17.41 -1.61 27.53
H -17.08 -3.76 30.57
H -18.68 -3.99 31.07
H -17.63 -5.37 30.96
H -17.68 -5.46 28.52
H -19.32 -5.30 29.10
H -16.52 -3.27 28.57
H -16.95 -3.60 26.86
H -16.42 -1.15 27.48
H -17.91 -1.17 28.40
H -17.95 -1.38 26.61
*
```

Properties
Kohn-Sham gap	8.12	eV
electronic energy	-2885.76524	a.u.

Löwdin atomic charge list, values in e, 5 entries: number 1, O, carries 0.11; number 2, C, carries -0.32; number 3, C, carries 0.08; number 4, C, carries -0.23; number 5, O, carries 0.09



(2)
Here is C11H20Cl2IrN2S as an isolated structure in a non-equilibrium geometry from the OMol25 dataset. Energies are from wB97M-V/def2-TZVPD.

Geometry as ORCA input:
```
! wB97M-V def2-TZVPD RIJCOSX def2/J DEFGRID3
* xyz -1 5
Ir -0.75 -0.07 -0.78
Cl -1.65 -1.17 -2.55
Cl -1.40 -2.11 0.32
C -1.75 0.83 0.71
H -2.09 1.87 0.59
H -2.49 0.22 1.22
C 0.50 0.96 -2.07
C -0.15 1.99 -1.32
H 1.50 0.67 -1.74
C -1.26 2.84 -1.92
H 0.40 2.46 -0.49
C -1.83 2.24 -3.19
H -2.03 3.01 -1.16
H -0.84 3.84 -2.14
C -0.68 1.91 -4.16
H -2.39 1.32 -2.98
H -2.52 2.95 -3.65
C 0.35 0.93 -3.60
H -1.09 1.54 -5.11
H -0.16 2.85 -4.38
H 0.06 -0.09 -3.87
H 1.33 1.10 -4.06
S 0.12 0.55 1.26
C 0.77 -0.84 2.19
N -0.03 -1.34 3.12
C 0.29 -2.65 3.73
C 1.73 -2.65 4.16
C 2.60 -2.42 2.94
N 1.99 -1.38 2.05
H -1.04 -1.16 2.97
H 0.08 -3.43 2.97
H -0.38 -2.78 4.58
H 1.96 -3.63 4.57
H 1.95 -1.89 4.91
H 2.72 -3.35 2.36
H 3.60 -2.10 3.24
H 2.60 -1.04 1.30
*
```

Properties
Kohn-Sham gap (alpha / beta)	4.02 / 7.13	eV
electronic energy	-1963.42658	a.u.
ΔE to the lowest compared entry with this formula, charge and spin	54.7	kJ/mol

natural (NBO) atomic charge list, values in e, 5 entries: number 1, Ir, carries 0.83; number 2, Cl, carries -0.58; number 3, Cl, carries -0.68; number 4, C, carries -0.89; number 5, H, carries 0.17



(3)
Here is a 3-piece molecular cluster, C3H10N3O overall in a non-equilibrium geometry from the OMol25 dataset. Energies are from wB97M-V/def2-TZVPD.

Geometry as ORCA input:
```
! wB97M-V def2-TZVPD RIJCOSX def2/J DEFGRID3
* xyz 1 3
C 0.11 -0.39 0.44
C 2.79 0.05 0.11
C 2.92 -1.32 -0.32
N -0.40 1.69 -0.44
N -0.74 0.49 0.13
N -3.40 0.09 0.18
O 3.44 1.01 0.28
H -0.23 -1.35 0.78
H 3.66 -1.80 0.33
H 3.32 -1.29 -1.34
H 2.00 -1.90 -0.31
H -0.93 2.47 -0.07
H 0.60 1.85 -0.43
H -1.82 0.36 0.16
H -3.61 -0.71 -0.42
H -3.93 0.88 -0.17
H -3.76 -0.13 1.10
*
```

Properties
Kohn-Sham gap (alpha / beta)	6.22 / 8.31	eV
electronic energy	-359.36194	a.u.
ΔE to the lowest compared entry with this formula, charge and spin	130.3	kJ/mol

natural (NBO) atomic charge list, values in e, 5 entries: number 1, C, carries 0.33; number 2, C, carries 0.46; number 3, C, carries -0.78; number 4, N, carries -0.60; number 5, N, carries -0.36



(4)
Here is C11H21N3O4 in the gas phase in a non-equilibrium geometry from the OMol25 dataset. Energies are from wB97M-V/def2-TZVPD.

Geometry as ORCA input:
```
! wB97M-V def2-TZVPD RIJCOSX def2/J DEFGRID3
* xyz 0 1
C -0.15 -4.46 -2.55
C -1.11 -3.25 -2.45
C -0.62 -2.06 -1.71
C 0.67 -1.43 -2.34
C -0.43 -2.39 -0.05
N -1.81 -2.57 0.46
C 0.27 -1.16 0.62
O 1.44 -1.29 0.89
N -0.48 -0.13 1.02
C 0.11 0.90 1.83
C 1.03 1.85 1.02
C 0.34 2.53 -0.08
C 1.35 2.78 -1.14
N 1.38 4.06 -1.59
O 2.04 1.94 -1.70
C -1.07 1.54 2.57
O -2.16 1.03 2.60
O -0.74 2.60 3.43
H -0.54 -5.38 -2.97
H 0.27 -4.75 -1.54
H 0.70 -4.11 -3.23
H -1.36 -2.95 -3.43
H -2.10 -3.46 -2.02
H -1.37 -1.21 -1.77
H 0.82 -1.41 -3.43
H 1.51 -2.14 -2.01
H 1.02 -0.45 -1.96
H 0.19 -3.28 0.18
H -2.53 -1.98 0.00
H -1.85 -2.50 1.48
H -1.46 -0.15 1.04
H 0.78 0.47 2.60
H 1.82 1.22 0.68
H 1.50 2.44 1.79
H -0.23 3.41 0.20
H -0.39 1.92 -0.61
H 1.97 4.30 -2.37
H 0.62 4.70 -1.32
H 0.17 2.61 3.37
*
```

Properties
Kohn-Sham gap	9.27	eV
electronic energy	-896.98600	a.u.
ΔE to the lowest compared entry with this formula, charge and spin	192.2	kJ/mol

natural (NBO) atomic charge list, values in e, 5 entries: number 1, C, carries -0.61; number 2, C, carries -0.42; number 3, C, carries -0.17; number 4, C, carries -0.66; number 5, C, carries -0.12



(5)
Here is a 2-piece molecular cluster, C5H9NO2S overall in a non-equilibrium geometry from the OMol25 dataset. Energies are from wB97M-V/def2-TZVPD.

Geometry as ORCA input:
```
! wB97M-V def2-TZVPD RIJCOSX def2/J DEFGRID3
* xyz 0 1
C -1.80 2.03 0.18
C 1.89 0.87 -0.77
C 1.82 -0.20 0.04
C -1.89 1.49 -1.11
C 1.16 -2.69 1.12
N -1.70 0.26 -1.45
O -2.99 1.87 0.77
O -0.90 2.73 0.62
S 0.64 -1.51 -0.21
H 1.16 0.83 -1.57
H 2.54 1.78 -0.78
H 2.50 -0.33 0.82
H 1.98 -3.25 0.87
H 0.31 -3.50 1.13
H 1.22 -2.23 2.09
H -3.01 2.40 1.66
H -1.72 0.01 -2.44
H -1.20 -0.57 -0.96
*
```

Properties
Kohn-Sham gap	8.88	eV
electronic energy	-799.22153	a.u.
ΔE to the lowest compared entry with this formula, charge and spin	360.4	kJ/mol

natural (NBO) atomic charge list, values in e, 5 entries: number 1, C, carries 0.63; number 2, C, carries -0.39; number 3, C, carries -0.34; number 4, C, carries 0.09; number 5, C, carries -0.70



(6)
Here is C5H14N2 as an isolated structure in a non-equilibrium geometry from the OMol25 dataset. Energies are from wB97M-V/def2-TZVPD.

Geometry as ORCA input:
```
! wB97M-V def2-TZVPD RIJCOSX def2/J DEFGRID3
* xyz 0 1
C 3.03 -1.69 -0.30
N 0.38 0.12 -0.92
C -0.03 0.82 0.16
C -1.24 0.29 1.12
C -1.75 -0.85 0.18
N -2.44 -0.23 -0.91
C 0.19 2.42 0.28
H 2.32 -0.84 -0.08
H 2.96 -2.04 -1.36
H 2.74 -2.42 0.46
H 4.07 -1.40 -0.25
H 0.47 -0.37 0.07
H -0.86 0.04 2.17
H -2.04 1.10 1.20
H -1.02 -1.57 -0.26
H -2.46 -1.44 0.76
H -1.81 0.41 -1.52
H -3.19 -0.64 -1.47
H -0.80 2.88 0.35
H 0.62 2.64 -0.69
H 0.86 2.77 1.02
*
```

Properties
Kohn-Sham gap	9.41	eV
electronic energy	-308.23592	a.u.
ΔE to the lowest compared entry with this formula, charge and spin	491.3	kJ/mol

natural (NBO) atomic charge list, values in e, 5 entries: number 1, C, carries -0.85; number 2, N, carries -0.61; number 3, C, carries 0.24; number 4, C, carries -0.50; number 5, C, carries -0.24



(7)
Here is a 14-piece molecular cluster, C59H129N4O37P7 overall in a non-equilibrium geometry from the OMol25 dataset. Energies are from wB97M-V/def2-TZVPD.

Geometry as ORCA input:
```
! wB97M-V def2-TZVPD RIJCOSX def2/J DEFGRID3
* xyz 0 1
C 11.88 -3.55 -6.94
C 11.97 -3.25 -8.37
N 11.91 -3.00 -9.48
H 11.38 -4.51 -6.85
H 11.22 -2.82 -6.45
H 12.85 -3.40 -6.47
C 8.80 2.33 -9.82
C 7.72 1.46 -10.36
N 6.85 0.76 -10.74
H 9.61 2.49 -10.53
H 9.36 1.73 -9.10
H 8.29 3.07 -9.20
C -1.61 1.51 11.54
C -3.08 1.50 11.69
N -4.26 1.46 11.73
H -1.32 1.03 10.60
H -1.10 1.17 12.43
H -1.40 2.58 11.45
C 11.76 6.60 -0.07
C 11.94 5.73 1.11
N 12.16 5.04 2.01
H 10.79 7.09 -0.15
H 11.93 6.02 -0.98
H 12.45 7.45 -0.03
C 10.28 -9.18 8.54
C 11.35 -8.59 9.40
O 10.87 -7.60 10.27
P 11.34 -6.08 9.87
O 11.02 -5.00 10.81
O 10.91 -6.03 8.32
C 10.69 -4.93 7.47
C 11.90 -4.68 6.52
O 12.98 -6.16 9.69
C 13.80 -5.11 10.03
C 14.37 -5.27 11.41
H 10.56 -10.18 8.22
H 9.37 -9.18 9.14
H 9.96 -8.51 7.74
H 11.78 -9.37 10.03
H 12.00 -8.34 8.56
H 9.79 -5.19 6.91
H 10.57 -3.99 8.00
H 11.86 -3.98 5.69
H 12.75 -4.50 7.19
H 12.10 -5.66 6.08
H 14.59 -5.00 9.29
H 13.27 -4.18 9.85
H 14.68 -4.34 11.89
H 13.63 -5.59 12.14
H 15.21 -5.97 11.40
C -12.89 -4.22 -14.04
C -12.48 -3.00 -13.15
O -11.13 -2.73 -13.64
P -10.27 -1.46 -13.01
O -10.46 -1.32 -11.50
O -8.69 -1.64 -13.48
C -7.76 -0.79 -13.04
C -6.97 -1.36 -11.82
O -10.79 -0.21 -13.84
C -11.76 0.69 -13.35
C -11.14 1.57 -12.27
H -12.80 -3.99 -15.10
H -12.30 -5.13 -13.91
H -13.91 -4.46 -13.74
H -13.16 -2.19 -13.39
H -12.36 -2.98 -12.07
H -7.07 -0.46 -13.82
H -8.31 0.10 -12.71
H -7.30 -2.37 -11.60
H -5.91 -1.42 -12.06
H -7.08 -0.71 -10.95
H -12.19 1.26 -14.17
H -12.65 0.13 -13.05
H -10.47 2.27 -12.77
H -11.88 2.23 -11.82
H -10.68 1.04 -11.44
C -8.51 9.66 -7.03
C -7.46 10.39 -7.86
O -6.37 10.51 -6.92
P -5.33 11.80 -6.97
O -5.22 12.49 -8.29
O -5.63 12.81 -5.73
C -5.95 14.18 -6.01
C -7.37 14.52 -6.46
O -3.96 11.04 -6.57
C -3.42 10.09 -7.54
C -3.34 8.62 -7.03
H -8.59 10.27 -6.13
H -9.50 9.61 -7.48
H -8.18 8.66 -6.76
H -7.21 9.75 -8.72
H -7.91 11.22 -8.39
H -5.91 14.75 -5.08
H -5.27 14.64 -6.72
H -7.44 15.60 -6.56
H -7.68 14.19 -7.45
H -8.14 14.20 -5.76
H -4.07 9.87 -8.39
H -2.42 10.39 -7.86
H -2.53 8.68 -6.30
H -4.33 8.26 -6.74
H -2.99 8.13 -7.94
C -1.11 -8.95 -14.33
C -1.68 -8.68 -12.97
O -1.79 -9.88 -12.21
P -3.08 -9.99 -11.17
O -4.41 -9.55 -11.83
O -3.09 -11.52 -10.66
C -1.93 -12.32 -10.52
C -0.72 -11.57 -9.78
O -2.57 -9.20 -9.82
C -3.42 -9.02 -8.71
C -3.35 -10.05 -7.41
H -1.42 -9.92 -14.70
H -1.42 -8.28 -15.14
H -0.03 -8.89 -14.42
H -0.89 -8.26 -12.34
H -2.58 -8.07 -12.95
H -2.35 -13.12 -9.90
H -1.66 -12.80 -11.46
H -1.07 -11.18 -8.83
H 0.09 -12.21 -9.41
H -0.25 -10.77 -10.35
H -3.08 -8.02 -8.43
H -4.48 -8.93 -8.96
H -4.25 -10.56 -7.07
H -2.62 -10.84 -7.56
H -2.99 -9.51 -6.53
C 5.29 7.13 13.92
C 6.51 6.98 13.03
O 6.19 6.19 11.94
P 7.35 5.14 11.53
O 8.72 5.76 11.40
O 6.71 4.51 10.13
C 7.56 4.44 9.02
C 6.57 4.15 7.80
O 7.19 3.96 12.76
C 8.08 2.91 13.00
C 9.15 3.37 14.08
H 4.65 7.95 13.61
H 4.87 6.13 13.87
H 5.69 7.52 14.86
H 6.96 7.94 12.78
H 7.38 6.65 13.59
H 8.19 5.29 8.73
H 8.20 3.58 9.21
H 5.93 5.01 7.62
H 7.14 3.81 6.94
H 5.91 3.30 7.91
H 7.38 2.17 13.39
H 8.62 2.74 12.07
H 8.87 3.17 15.12
H 10.01 2.71 13.97
H 9.51 4.40 14.04
C 0.84 0.14 2.41
C 0.90 -0.03 0.90
O 2.23 -0.54 0.60
P 2.68 -0.30 -0.93
O 2.82 1.20 -1.13
O 4.00 -1.21 -1.05
C 5.17 -1.06 -0.18
C 6.05 0.09 -0.73
O 1.63 -1.09 -1.92
C 1.87 -1.28 -3.29
C 1.62 -0.20 -4.15
H 1.00 -0.77 3.00
H 1.67 0.71 2.81
H 0.05 0.80 2.78
H 0.13 -0.70 0.52
H 0.53 0.85 0.38
H 4.95 -0.73 0.84
H 5.77 -1.92 0.12
H 6.48 -0.24 -1.68
H 5.42 0.97 -0.87
H 6.78 0.41 0.01
H 2.86 -1.70 -3.49
H 1.36 -2.20 -3.59
H 1.94 0.75 -3.73
H 2.13 -0.28 -5.11
H 0.53 -0.12 -4.22
C -4.67 -8.05 12.11
C -3.99 -8.55 10.76
O -4.20 -7.73 9.63
P -3.46 -6.24 9.41
O -3.46 -5.29 10.52
O -1.94 -6.61 8.97
C -0.83 -6.64 9.87
C 0.54 -6.87 9.41
O -4.02 -5.65 8.06
C -4.94 -4.60 8.07
C -6.30 -5.07 7.50
H -5.69 -7.73 11.93
H -4.67 -8.67 13.01
H -3.97 -7.26 12.39
H -2.94 -8.67 11.02
H -4.33 -9.52 10.40
H -0.86 -5.68 10.38
H -1.16 -7.30 10.67
H 0.35 -7.69 8.72
H 1.00 -6.09 8.79
H 1.23 -7.12 10.22
H -5.05 -4.11 9.04
H -4.61 -3.83 7.37
H -6.76 -5.89 8.06
H -7.05 -4.29 7.42
H -6.26 -5.43 6.47
C -5.23 8.95 0.95
C -3.92 9.34 0.29
O -3.00 9.05 1.29
C -3.43 8.16 2.09
O -2.83 7.49 2.86
O -4.76 8.06 1.89
H -5.83 8.58 0.13
H -5.72 9.80 1.43
H -3.94 10.40 0.03
H -3.65 8.64 -0.49
C -7.15 6.95 8.03
C -8.40 7.37 7.33
O -8.29 8.74 7.07
C -7.09 9.11 7.56
O -6.61 10.29 7.45
O -6.61 8.18 8.28
H -6.46 6.35 7.43
H -7.34 6.40 8.95
H -9.28 7.27 7.96
H -8.41 6.92 6.34
C -6.40 0.52 -3.61
C -5.31 0.89 -2.68
O -5.89 1.83 -1.83
C -7.20 1.57 -1.80
O -7.98 1.92 -0.93
O -7.50 0.59 -2.77
H -6.20 -0.53 -3.85
H -6.51 1.03 -4.56
H -4.37 1.21 -3.14
H -5.05 0.01 -2.09
*
```

Properties
Kohn-Sham gap	10.61	eV
electronic energy	-7718.12855	a.u.

Löwdin atomic charge list, values in e, 5 entries: number 1, C, carries -0.07; number 2, C, carries -0.30; number 3, N, carries 0.13; number 4, H, carries 0.08; number 5, H, carries 0.08